Entry 1:
# C2H3N2PS

An isolated molecule of C2H3N2PS in a non-equilibrium geometry (ωB97M-V/def2-TZVPD, the OMol25 dataset).

## Properties
ΔE to the lowest compared entry with this formula, charge and spin   4.488 eV
E_HOMO (spin up / spin down)   -8.07 / -8.07 eV
Frontier orbital gap (spin up / spin down)   0.2662 / 0.2663 hartree
Total energy   -25221.3091 eV
Lowest unoccupied orbital energy (spin up / spin down)   -0.826 / -0.824 eV
2S+1   1

CARTESIAN COORDINATES (ANGSTROEM)
C  -1.4721  0.9709  0.4434
C  0.7808  0.4251  -0.3710
N  -0.1808  0.8343  0.2448
N  -1.9114  -1.5552  -0.1539
P  2.0907  -0.6281  0.1347
S  -2.6367  -0.2976  0.1526
H  -1.6328  1.8708  1.0100
H  3.0420  0.0314  -0.5616
H  1.9203  -1.6516  -0.8991

Mulliken population analysis, charges in e, atoms 1 to 4:
1 C -0.27
2 C 0.15
3 N -0.09
4 N -0.39

***

Entry 2:
# C6H16F2Li3NO2

A structure of composition C6H16F2Li3NO2 in a non-equilibrium geometry (ωB97M-V/def2-TZVPD, the OMol25 dataset).

## Properties
ΔE to the lowest compared entry with this formula, charge and spin   0.000 eV
E_HOMO   -7.99 eV
Frontier orbital gap   0.2886 hartree
Total energy   -18115.1241 eV
Lowest unoccupied orbital energy   -0.138 eV
2S+1   1

CARTESIAN COORDINATES (ANGSTROEM)
Li  3.4638  0.7056  -1.1638
Li  1.4935  0.9045  -0.3164
Li  3.1773  1.9838  0.8673
F  2.4631  -0.4501  -0.7407
F  2.5602  2.0132  -0.7302
C  0.1084  0.6647  2.2527
C  1.6264  0.5990  2.3018
O  2.3970  0.8285  1.1104
H  -0.4451  0.4734  3.1720
H  -0.2824  0.0621  1.4328
H  -0.2620  1.6430  1.9464
H  1.8821  -0.4281  2.5621
H  1.8355  1.2010  3.1860
C  -0.9277  1.1608  -2.4357
C  -1.0443  0.4889  -1.0348
C  -1.7356  -0.9285  -1.0666
O  -1.7915  -1.3717  0.2801
C  -1.8487  -2.7987  0.4536
N  0.3376  0.3141  -0.5829
H  -1.8899  1.1769  -2.9476
H  -0.1343  0.8354  -3.1084
H  -0.6953  2.2026  -2.2151
H  -1.6263  1.1203  -0.3634
H  -1.1440  -1.6457  -1.6355
H  -2.6751  -0.7416  -1.5867
H  -2.8795  -2.8998  0.1142
H  -1.5794  -3.2631  1.4022
H  -1.1668  -3.2299  -0.2794
H  0.1678  -0.1593  0.2930
H  0.6152  -0.4613  -1.1675

Mulliken population analysis, charges in e, atoms 1 to 4:
1 Li 0.83
2 Li 1.07
3 Li 0.80
4 F -0.88

***

Entry 3:
# C20H35N3O4RuSSi2Te

A structure of composition C20H35N3O4RuSSi2Te (ωB97M-V/def2-TZVPD, the OMol25 dataset).

## Properties
ΔE to the lowest compared entry with this formula, charge and spin   0.000 eV
E_HOMO (spin up / spin down)   -14.45 / -14.77 eV
Expectation value of S²   6.0100
Charge   +2
Frontier orbital gap (spin up / spin down)   0.3083 / 0.2372 hartree
Total energy   -70415.0360 eV
Lowest unoccupied orbital energy (spin up / spin down)   -6.064 / -8.311 eV
2S+1   5

CARTESIAN COORDINATES (ANGSTROEM)
Ru  0.1448  -1.2037  1.3649
C  2.0645  -2.8239  -1.2411
Si  1.4937  -3.2081  0.4900
C  2.9111  -3.0974  1.6983
C  0.4567  -4.7394  0.6410
C  0.9299  -6.0230  0.9124
C  0.0509  -7.0965  0.9000
C  -1.2953  -6.9029  0.6158
C  -1.7832  -5.6316  0.3515
C  -0.9108  -4.5440  0.3738
Si  -1.3554  -2.7707  0.1418
C  -1.8777  -2.1667  -1.5265
C  -2.4601  -2.0684  1.5192
H  2.7638  -3.6043  -1.5572
H  2.6004  -1.8739  -1.2905
H  1.2492  -2.8121  -1.9645
H  3.6986  -3.7632  1.3279
H  2.6326  -3.4404  2.6949
H  3.3577  -2.1030  1.7678
H  1.9783  -6.1947  1.1265
H  0.4162  -8.0931  1.1092
H  -1.9684  -7.7498  0.6056
H  -2.8380  -5.5005  0.1399
H  -2.8051  -2.6844  -1.7943
H  -1.1447  -2.4096  -2.2956
H  -2.0816  -1.0951  -1.5430
H  -3.4731  -2.1937  1.1144
H  -2.4162  -1.0009  1.7725
H  -2.4015  -2.6587  2.4333
C  -1.2615  -0.8074  4.9183
Te  0.6429  -1.3533  4.1337
C  1.6044  0.5124  4.5090
H  -1.6401  0.0860  4.4298
H  -1.1383  -0.6315  5.9838
H  -1.9377  -1.6441  4.7649
H  1.9303  0.5074  5.5454
H  0.9069  1.3269  4.3362
H  2.4648  0.5991  3.8509
C  0.4575  6.2759  -5.5023
C  0.1100  5.1014  -4.5924
S  -0.4886  5.7255  -3.0384
O  -1.7655  6.3376  -3.2498
O  0.5821  6.4255  -2.3797
C  -0.7994  4.2521  -2.0365
C  0.4651  3.8058  -1.3207
N  0.1760  2.8072  -0.2649
C  0.3162  1.4827  -0.4000
N  -0.0006  0.8605  0.7462
C  -0.3742  1.8340  1.6411
C  -0.2646  3.0290  1.0249
N  -0.5625  4.3174  1.6147
O  -0.8133  4.2920  2.7986
O  -0.5451  5.2855  0.8901
C  0.7730  0.8007  -1.6382
H  0.8226  5.8971  -6.4551
H  1.2320  6.8966  -5.0560
H  -0.4215  6.8893  -5.6902
H  0.9835  4.4828  -4.3748
H  -0.6887  4.4849  -5.0070
H  -1.2418  3.4823  -2.6700
H  -1.5505  4.5968  -1.3252
H  0.9435  4.6634  -0.8585
H  1.1807  3.3423  -1.9970
H  -0.7045  1.6335  2.6448
H  1.8279  1.0023  -1.8327
H  0.2003  1.1288  -2.5056
H  0.6413  -0.2746  -1.5252

Mulliken population analysis, charges in e, atoms 1 to 4:
1 Ru 0.64
2 C -1.07
3 Si 0.60
4 C -1.17

***

Entry 4:
# C4H7NO

An isolated molecule of C4H7NO (ωB97M-V/def2-TZVPD, the OMol25 dataset).

## Properties
ΔE to the lowest compared entry with this formula, charge and spin   4.222 eV
E_HOMO (spin up / spin down)   -7.00 / -7.00 eV
Frontier orbital gap (spin up / spin down)   0.2903 / 0.2903 hartree
Total energy   -7795.4223 eV
Lowest unoccupied orbital energy (spin up / spin down)   0.902 / 0.903 eV
2S+1   1

CARTESIAN COORDINATES (ANGSTROEM)
C  0.2847  -2.2819  -0.5378
N  -0.1177  -1.0254  -0.5111
C  0.6135  0.0906  -0.6941
C  0.3159  1.3217  0.0390
C  -0.8489  1.5531  0.9030
O  0.4093  1.3061  1.4910
H  1.3497  -2.4646  -0.5181
H  -0.4334  -3.0836  -0.6116
H  -1.1163  -0.8781  -0.3697
H  1.6363  -0.0887  -1.0098
H  0.7901  2.2109  -0.3774
H  -1.2358  2.5679  1.0194
H  -1.6045  0.7779  1.0600

Mulliken population analysis, charges in e, atoms 1 to 4:
1 C -0.47
2 N -0.08
3 C -0.57
4 C 0.09

***

Entry 5:
# C4H7NO

An isolated molecule of C4H7NO (ωB97M-V/def2-TZVPD, the OMol25 dataset).

## Properties
ΔE to the lowest compared entry with this formula, charge and spin   1.484 eV
SMILES   O=CN1CCC1
E_HOMO   -9.46 eV
Frontier orbital gap   0.3842 hartree
Total energy   -7798.1604 eV
Lowest unoccupied orbital energy   0.999 eV
2S+1   1

CARTESIAN COORDINATES (ANGSTROEM)
O  1.6977  1.1167  -1.7655
C  1.6579  0.2000  -0.9712
N  0.7943  0.1459  0.0864
C  -0.3728  1.0475  0.1079
C  -1.2946  -0.1842  0.0470
C  -0.0487  -1.0262  0.4040
H  2.3559  -0.6596  -1.0088
H  -0.4034  1.5801  1.0639
H  -0.4101  1.7563  -0.7224
H  -2.1397  -0.2184  0.7334
H  -1.6376  -0.3810  -0.9735
H  0.1307  -1.9281  -0.1892
H  0.0195  -1.2753  1.4661

Mulliken population analysis, charges in e, atoms 1 to 4:
1 O -0.55
2 C 0.12
3 N -0.06
4 C -0.52

***

Entry 6:
# C8H8S

An isolated molecule of C8H8S in a non-equilibrium geometry (ωB97M-V/def2-TZVPD, the OMol25 dataset).

## Properties
ΔE to the lowest compared entry with this formula, charge and spin   1.742 eV
SMILES   c1csc([C@H]2[C@@H]3C[C@@H]32)c1
E_HOMO   -8.39 eV
Frontier orbital gap   0.3428 hartree
Total energy   -19257.5244 eV
Lowest unoccupied orbital energy   0.932 eV
2S+1   1

CARTESIAN COORDINATES (ANGSTROEM)
C  1.4159  2.3815  0.7468
C  2.4999  1.6454  1.1678
S  2.0891  -0.0872  1.3213
C  0.5951  0.2032  0.4974
C  -0.1825  -0.9744  0.0757
C  -1.6404  -0.7676  -0.1757
C  -1.8619  -2.1179  -0.8355
C  -0.7748  -1.1319  -1.3806
C  0.3284  1.5460  0.3370
H  1.5956  3.4223  0.7007
H  3.5381  1.8476  1.4862
H  0.1736  -1.7794  0.6249
H  -2.3593  0.0172  -0.0478
H  -2.7455  -2.2315  -1.5806
H  -1.4852  -3.1237  -0.5301
H  -0.5776  -0.5899  -2.3025
H  -0.6084  1.7404  -0.1050

Mulliken population analysis, charges in e, atoms 1 to 4:
1 C -0.67
2 C -0.28
3 S -0.11
4 C 0.15

***

Entry 7:
# C12H24ClNa2O16

A structure of composition C12H24ClNa2O16 in a non-equilibrium geometry (ωB97M-V/def2-TZVPD, the OMol25 dataset).

## Properties
E_HOMO (spin up / spin down)   -2.87 / -9.52 eV
Expectation value of S²   0.7502
Frontier orbital gap (spin up / spin down)   0.0612 / 0.3372 hartree
Total energy   -66938.3299 eV
Lowest unoccupied orbital energy (spin up / spin down)   -1.209 / -0.344 eV
2S+1   2

CARTESIAN COORDINATES (ANGSTROEM)
Na  -2.3263  1.4974  2.4859
Na  1.9598  -3.5300  -0.0417
Cl  0.2544  -0.2720  0.0009
O  1.5852  -0.7739  0.3188
O  -0.5500  -0.0068  1.1353
O  0.5121  0.9061  -0.7777
O  -0.3711  -1.1854  -0.8534
C  -2.1183  5.6836  2.1313
O  -0.7675  5.3908  2.2068
C  -0.2781  4.3057  2.6632
O  -0.9580  3.4184  3.1351
O  1.0537  4.2559  2.2354
C  1.8050  2.9593  2.2127
H  -2.2126  6.7455  1.9044
H  -2.7069  5.4324  3.0137
H  -2.5057  5.1827  1.2441
H  1.7611  2.6039  3.2422
H  2.8657  3.1695  2.0753
H  1.4660  2.0877  1.6529
C  -0.7839  -4.4667  -2.3614
O  -2.1437  -4.1666  -2.2918
C  -2.7757  -3.0891  -2.8053
O  -2.1952  -2.2332  -3.3755
O  -4.0762  -3.1588  -2.5087
C  -4.9091  -2.2459  -3.2290
H  -0.6720  -5.4801  -1.9757
H  -0.1449  -3.7505  -1.8449
H  -0.4986  -4.3576  -3.4077
H  -4.5449  -1.3336  -3.7014
H  -5.7743  -2.0833  -2.5862
H  -5.3642  -2.7415  -4.0865
C  3.1550  5.1122  -2.5896
O  3.5319  3.8381  -2.9508
C  4.0207  2.9738  -2.0049
O  4.0939  3.1708  -0.8153
O  4.1605  1.7968  -2.6734
C  4.4375  0.5364  -2.0382
H  2.4003  5.1362  -1.8035
H  2.6384  5.5991  -3.4167
H  4.0112  5.7072  -2.2717
H  4.6292  -0.2014  -2.8172
H  3.5366  0.2155  -1.5153
H  5.3185  0.4634  -1.4005
C  0.1326  -2.1022  4.1086
O  -0.8295  -3.0583  3.7536
C  -0.7569  -3.6502  2.5140
O  0.2449  -3.6167  1.7079
O  -1.8559  -4.3223  2.3319
C  -2.1373  -5.1165  1.1661
H  0.2749  -1.3959  3.2907
H  1.1558  -2.4236  4.3032
H  -0.1533  -1.3944  4.8866
H  -1.3640  -5.8388  0.9048
H  -2.1857  -4.4774  0.2844
H  -3.0453  -5.7157  1.2341

Mulliken population analysis, charges in e, atoms 1 to 4:
1 Na 0.24
2 Na 0.70
3 Cl 1.65
4 O -0.69

***

Entry 8:
# C2H13N9

A cluster of 4 separate species, C2H13N9 in total in a non-equilibrium geometry (ωB97M-V/def2-TZVPD, the OMol25 dataset).

## Properties
ΔE to the lowest compared entry with this formula, charge and spin   3.833 eV
E_HOMO (spin up / spin down)   -14.17 / -13.81 eV
Charge   +2
Frontier orbital gap (spin up / spin down)   0.2942 / 0.2811 hartree
Total energy   -15676.4980 eV
Lowest unoccupied orbital energy (spin up / spin down)   -6.161 / -6.161 eV
2S+1   1

CARTESIAN COORDINATES (ANGSTROEM)
C  -3.7470  1.1589  0.0942
C  10.0972  0.0517  0.1779
N  9.9673  0.1087  1.3290
N  -2.4231  0.8396  0.2747
N  -4.5735  0.1527  -0.2186
N  -4.2040  2.4147  0.2589
N  10.0504  0.2063  -1.0604
N  -1.5585  -3.3069  1.1218
N  -3.0462  -2.0529  -0.8751
N  -1.5128  1.7588  0.8943
N  -1.6325  -2.2559  0.5836
H  9.8280  -0.1667  2.2282
H  -4.3001  -0.8479  -0.4794
H  -5.5118  0.2528  -0.4572
H  -3.5222  3.0765  0.5651
H  -5.1326  2.6241  0.4771
H  9.6233  -0.4425  -1.7394
H  10.5557  0.8255  -1.6633
H  -2.2400  -0.1140  0.5131
H  -1.9676  -4.2150  0.9308
H  -3.1800  -2.9458  -1.3222
H  -2.4228  -1.5769  -1.5152
H  -1.3602  1.6186  1.8934
H  -0.6260  1.7425  0.4301

Mulliken population analysis, charges in e, atoms 1 to 4:
1 C 0.53
2 C 0.39
3 N 0.02
4 N 0.08